Entry 1:
# C6H10O

A single C6H10O molecule (ωB97M-V/def2-TZVPD, the OMol25 dataset).

ORCA input file:
```
! RIJCOSX wB97M-V def2-TZVPD def2/J DEFGRID3
* xyz 0 1
C 0.511 1.381 -0.328
C -0.175 1.216 1.017
O -1.340 0.448 1.020
C -1.245 -0.887 0.567
C 0.044 -1.640 0.357
C 0.911 -1.175 -0.537
C 0.614 0.132 -1.203
H 1.495 1.809 -0.116
H -0.051 2.124 -0.899
H 0.528 0.810 1.750
H -0.502 2.207 1.342
H -1.896 -1.429 1.253
H -1.599 -0.856 -0.476
H 0.009 -2.701 0.597
H 1.637 -1.839 -0.997
H -0.424 -0.020 -1.574
H 1.351 0.318 -1.997
*
```

Values from the calculation:
frontier orbital gap: 10.2 eV
ΔE to the lowest compared entry with this formula, charge and spin: 1.366 eV
energy: -8429.874 eV
LUMO energy: 1.1 eV

Entry 2:
# C6H10O

A single C6H10O molecule (ωB97M-V/def2-TZVPD, the OMol25 dataset).

ORCA input file:
```
! RIJCOSX wB97M-V def2-TZVPD def2/J DEFGRID3
* xyz 0 1
C 2.181 -0.244 0.160
C 0.640 -0.092 0.443
C 0.232 1.167 -0.313
C -1.256 1.250 -0.293
C -1.823 0.076 -0.050
C -0.865 -1.027 0.345
O -1.218 -2.230 -0.337
H 2.449 -0.158 -0.902
H 2.692 0.622 0.633
H 2.680 -1.125 0.569
H 0.592 0.048 1.529
H 0.496 0.943 -1.354
H 0.762 2.089 -0.049
H -1.792 2.153 -0.566
H -2.882 -0.113 -0.239
H -0.957 -1.304 1.396
H -1.932 -2.056 -0.971
*
```

Values from the calculation:
frontier orbital gap: 10.1 eV
ΔE to the lowest compared entry with this formula, charge and spin: 1.768 eV
energy: -8429.472 eV
LUMO energy: 0.9 eV

Entry 3:
# C6H10O

A single C6H10O molecule (ωB97M-V/def2-TZVPD, the OMol25 dataset).

ORCA input file:
```
! RIJCOSX wB97M-V def2-TZVPD def2/J DEFGRID3
* xyz 0 1
C 0.928 -2.026 -0.228
C -0.393 -1.300 -0.121
C -0.775 -0.486 1.085
C -0.609 0.185 -0.249
C 0.433 1.264 -0.414
C -0.183 2.619 -0.124
O -1.350 2.793 0.134
H 0.820 -3.044 0.167
H 1.726 -1.537 0.339
H 1.252 -2.112 -1.272
H -1.217 -1.869 -0.552
H -1.766 -0.573 1.519
H 0.016 -0.301 1.811
H -1.536 0.451 -0.750
H 0.857 1.313 -1.429
H 1.292 1.135 0.260
H 0.507 3.488 -0.176
*
```

Values from the calculation:
frontier orbital gap: 10.8 eV
ΔE to the lowest compared entry with this formula, charge and spin: 0.770 eV
energy: -8430.470 eV
LUMO energy: 1.1 eV

Entry 4:
# C6H10O

A molecular structure, C6H10O in a non-equilibrium geometry (ωB97M-V/def2-TZVPD, the OMol25 dataset).

ORCA input file:
```
! RIJCOSX wB97M-V def2-TZVPD def2/J DEFGRID3
* xyz 0 1
C -1.741 1.262 0.921
C -0.649 0.226 1.170
C 0.667 0.458 0.433
O 1.618 -0.568 0.840
C 1.836 -0.917 -0.521
C 0.626 -1.345 -1.264
C 0.893 0.121 -1.045
H -2.075 1.256 -0.122
H -1.398 2.274 1.163
H -2.614 1.052 1.551
H -1.028 -0.780 0.954
H -0.380 0.219 2.236
H 1.037 1.466 0.657
H 2.847 -1.106 -0.864
H 0.726 -1.703 -2.284
H -0.137 -1.830 -0.666
H 1.431 0.762 -1.717
*
```

Values from the calculation:
frontier orbital gap: 10.1 eV
ΔE to the lowest compared entry with this formula, charge and spin: 2.089 eV
energy: -8429.152 eV
LUMO energy: 1.2 eV

Entry 5:
# C6H10O

A single C6H10O molecule (ωB97M-V/def2-TZVPD, the OMol25 dataset).

ORCA input file:
```
! RIJCOSX wB97M-V def2-TZVPD def2/J DEFGRID3
* xyz 0 1
C -1.949 -0.273 0.494
C -1.116 0.003 -0.757
O -0.912 1.207 -1.082
C 1.174 1.606 -0.169
C 1.503 0.366 -0.573
C 0.994 -1.017 0.898
C 0.561 -0.779 -0.392
H -2.982 0.030 0.293
H -1.589 0.332 1.333
H -1.944 -1.331 0.786
H -1.335 -0.709 -1.580
H 1.764 2.457 -0.483
H 0.403 1.792 0.566
H 2.406 0.150 -1.135
H 0.907 -0.255 1.669
H 1.417 -1.970 1.212
H 0.696 -1.610 -1.082
*
```

Values from the calculation:
frontier orbital gap (spin up / spin down): 8.2 / 8.2 eV
ΔE to the lowest compared entry with this formula, charge and spin: 4.426 eV
energy: -8426.814 eV
LUMO energy (spin up / spin down): -0.5 / -0.5 eV

Entry 6:
# C6H10O

A single C6H10O molecule (ωB97M-V/def2-TZVPD, the OMol25 dataset).

ORCA input file:
```
! RIJCOSX wB97M-V def2-TZVPD def2/J DEFGRID3
* xyz 0 1
C 2.140 0.061 0.053
C 0.651 -0.136 0.017
C 0.027 -1.267 0.345
C -1.446 -1.449 0.183
C -1.595 1.074 -0.056
C -0.160 1.034 -0.493
O 0.145 2.283 0.155
H 2.411 0.955 0.623
H 2.529 0.215 -0.962
H 2.665 -0.800 0.479
H 0.585 -2.104 0.758
H -2.028 -1.091 1.036
H -1.731 -2.490 0.003
H -1.819 -0.915 -0.712
H -2.242 1.254 -0.939
H 0.067 1.216 -1.553
H -0.198 2.159 1.061
*
```

Values from the calculation:
frontier orbital gap: 8.9 eV
ΔE to the lowest compared entry with this formula, charge and spin: 4.480 eV
energy: -8426.760 eV
LUMO energy: 0.0 eV

Entry 7:
# C6H10O

A molecular structure, C6H10O in a non-equilibrium geometry (ωB97M-V/def2-TZVPD, the OMol25 dataset).

ORCA input file:
```
! RIJCOSX wB97M-V def2-TZVPD def2/J DEFGRID3
* xyz 0 1
C -1.922 0.828 0.769
C -0.450 0.974 0.377
C 0.181 -0.387 0.180
C 2.052 -0.022 -0.073
O 0.144 -1.203 1.308
C -0.145 -1.059 -1.074
C -0.435 -1.632 -2.100
H -2.363 1.812 0.962
H -2.006 0.218 1.675
H -2.497 0.343 -0.029
H 0.105 1.480 1.178
H -0.339 1.561 -0.544
H 2.650 -0.896 -0.394
H 1.959 0.662 -0.913
H 2.542 0.508 0.766
H 1.217 -1.039 0.911
H -0.693 -2.147 -2.998
*
```

Values from the calculation:
frontier orbital gap: 10.5 eV
ΔE to the lowest compared entry with this formula, charge and spin: 4.538 eV
energy: -8426.702 eV
LUMO energy: 0.9 eV

Entry 8:
# C6H10O

A single C6H10O molecule (ωB97M-V/def2-TZVPD, the OMol25 dataset).

ORCA input file:
```
! RIJCOSX wB97M-V def2-TZVPD def2/J DEFGRID3
* xyz 0 1
C -2.101 -0.270 0.479
C -1.019 0.123 -0.507
C -0.016 1.121 0.139
C 1.035 0.019 0.079
C 2.477 0.140 -0.025
O 1.871 -0.343 1.164
C 0.094 -0.958 -0.612
H -1.633 -0.478 1.442
H -2.832 0.530 0.623
H -2.620 -1.181 0.176
H -1.420 0.445 -1.477
H 0.219 2.025 -0.435
H -0.286 1.406 1.162
H 3.019 -0.594 -0.617
H 2.919 1.131 0.050
H -0.097 -1.859 -0.017
H 0.391 -1.256 -1.625
*
```

Values from the calculation:
frontier orbital gap: 11.1 eV
ΔE to the lowest compared entry with this formula, charge and spin: 1.441 eV
energy: -8429.799 eV
LUMO energy: 1.0 eV

Entry 9:
# C6H10O

A single C6H10O molecule in a non-equilibrium geometry (ωB97M-V/def2-TZVPD, the OMol25 dataset).

ORCA input file:
```
! RIJCOSX wB97M-V def2-TZVPD def2/J DEFGRID3
* xyz 0 1
C 2.282 -0.194 0.053
C 1.101 0.732 0.343
C -0.120 0.018 0.909
O -1.170 0.941 1.280
C -2.246 0.356 0.594
C -1.816 0.083 -0.840
C -1.011 -0.842 -0.002
H 2.038 -0.919 -0.736
H 2.579 -0.756 0.949
H 3.152 0.384 -0.282
H 0.809 1.278 -0.564
H 1.389 1.491 1.084
H 0.158 -0.543 1.815
H -2.273 -0.848 0.930
H -2.581 -0.410 -1.448
H -1.320 0.905 -1.349
H -0.851 -1.900 -0.240
*
```

Values from the calculation:
frontier orbital gap: 9.1 eV
ΔE to the lowest compared entry with this formula, charge and spin: 4.058 eV
energy: -8427.183 eV
LUMO energy: 0.8 eV

Entry 10:
# C6H10O

A single C6H10O molecule in a non-equilibrium geometry (ωB97M-V/def2-TZVPD, the OMol25 dataset).

ORCA input file:
```
! RIJCOSX wB97M-V def2-TZVPD def2/J DEFGRID3
* xyz 0 1
C 2.220 0.109 0.085
C 0.748 -0.193 -0.011
C 0.087 -1.282 0.407
C -1.416 -1.168 0.318
C -1.597 0.151 -0.501
C -0.191 0.824 -0.626
O -0.092 2.116 -0.034
H 2.381 1.143 0.416
H 2.713 0.016 -0.891
H 2.728 -0.561 0.786
H 0.571 -2.132 0.877
H -1.891 -1.141 1.379
H -2.080 -2.022 0.239
H -2.064 0.102 -1.496
H -2.231 0.777 0.119
H 0.087 1.023 -1.672
H -0.286 2.021 0.908
*
```

Values from the calculation:
frontier orbital gap: 9.9 eV
ΔE to the lowest compared entry with this formula, charge and spin: 0.796 eV
energy: -8430.444 eV
LUMO energy: 0.9 eV

Entry 11:
# C6H10O2

A single C6H10O2 molecule in a non-equilibrium geometry (ωB97M-V/def2-TZVPD, the OMol25 dataset).

ORCA input file:
```
! RIJCOSX wB97M-V def2-TZVPD def2/J DEFGRID3
* xyz 0 1
C -0.458 0.206 -0.769
C 0.447 0.543 -1.828
C 1.769 0.011 0.260
C 0.904 -0.362 1.317
C -0.627 -0.030 1.708
C -1.761 -0.725 0.812
H 0.041 -0.702 -0.468
H -0.217 0.837 0.042
H 0.536 -0.195 -2.681
H 0.653 1.550 -2.196
H 2.731 0.057 0.692
H 1.580 -0.700 2.144
H -0.825 -0.460 2.659
H -0.514 1.118 1.707
H -2.740 -0.515 1.240
H -1.528 -1.790 0.765
O 1.695 0.554 -0.977
O -1.865 -0.186 -0.635
*
```

Values from the calculation:
frontier orbital gap: 9.4 eV
ΔE to the lowest compared entry with this formula, charge and spin: 5.738 eV
energy: -10473.432 eV
LUMO energy: 1.0 eV

Entry 12:
# C6H10O2

A single C6H10O2 molecule in a non-equilibrium geometry (ωB97M-V/def2-TZVPD, the OMol25 dataset).

ORCA input file:
```
! RIJCOSX wB97M-V def2-TZVPD def2/J DEFGRID3
* xyz 0 1
C -1.607 -0.895 -1.462
C -0.752 0.247 -1.114
C -0.665 0.546 0.302
C 0.795 0.688 1.830
C 1.197 -0.545 0.879
C 0.540 -0.011 -0.394
H -1.343 -1.643 -0.792
H -1.463 -1.290 -2.465
H -2.636 -0.650 -1.264
H -0.643 1.063 -1.908
H -1.236 -0.286 0.798
H 1.713 1.226 1.935
H 0.241 0.303 2.701
H 2.282 -0.672 0.874
H 0.759 -1.466 1.297
H 1.600 0.803 -1.636
O -0.164 1.518 1.161
O 1.381 1.064 -0.742
*
```

Values from the calculation:
frontier orbital gap: 9.4 eV
ΔE to the lowest compared entry with this formula, charge and spin: 4.759 eV
energy: -10474.411 eV
LUMO energy: 0.9 eV